Density functional theory data (the ωB97M-V functional and the def2-TZVPD basis) for a 5-piece molecular cluster, H10O5 overall.

Cartesian coordinates (Å):
O: -0.94350 1.53395 -1.87615
H: -1.36276 1.53234 -1.05917
H: -1.15984 2.29530 -2.33588
O: -2.30058 0.98584 0.97174
H: -2.45222 1.08762 1.88451
H: -1.41021 0.46328 1.01924
O: -0.31854 -0.90846 1.52412
H: 0.54662 -1.14894 1.50775
H: -0.76661 -1.61097 1.02821
O: 2.71464 -1.18599 0.70811
H: 3.21493 -0.40141 0.77409
H: 2.26054 -1.24133 -0.09821
O: 0.80325 -0.78785 -1.10935
H: 1.19582 -0.23715 -1.77023
H: -0.02154 -0.37624 -1.16877

Force components x, y, z for each atom (eV/Å):
O 2.160 -2.626 -1.048
H -1.524 0.367 2.430
H -0.759 2.244 -1.180
O 2.690 -1.430 -1.708
H -0.621 0.429 1.772
H -1.937 1.033 -0.109
O -4.506 0.566 -0.101
H 4.496 -0.828 -0.122
H 0.058 0.225 0.272
O 0.444 -1.719 2.446
H 0.642 1.296 -0.216
H -1.003 0.351 -1.767
O 1.323 -0.923 -0.253
H 1.184 0.328 -0.887
H -2.648 0.686 0.472

## Properties
**Frontier orbital gap**: 12.00 eV
**Structure (SMILES)**: O.O.O.O.O
**HOMO level**: -11.33 eV
**Calculated total energy**: -382.17731 Ha
**Lowest unoccupied orbital energy**: 0.676 eV

---

Density functional theory data (the ωB97M-V functional and the def2-TZVPD basis) for a 10-piece molecular cluster, C30H56N3O16 overall.

Cartesian coordinates (Å):
C: 1.03516 1.87508 0.94411
C: 0.42122 0.59536 0.42155
O: -0.76075 0.51134 0.02641
N: 1.32141 -0.53531 0.12625
H: 1.66197 -0.44375 -0.92307
H: 2.17659 -0.54460 0.78958
C: 0.67505 -1.87286 0.34322
H: 1.65589 2.26792 0.35931
H: 1.64461 1.42930 1.69898
H: 0.27122 2.70632 0.86557
H: -0.01545 -1.56570 1.21888
H: 1.14443 -2.58836 0.37239
H: -0.23111 -1.84009 -0.19689
N: 2.29634 -0.32668 -3.06451
O: 1.93655 0.30996 -4.05576
O: 2.69191 0.37492 -2.00135
O: 1.81222 -1.43141 -2.65666
N: 4.84614 -0.97622 0.84292
O: 3.91834 -0.44311 1.49222
O: 4.80162 -2.16852 0.39809
O: 5.75513 -0.16514 0.40401
C: -1.62447 -4.35037 3.96522
C: -1.79078 -4.79498 2.53506
C: -3.13171 -4.22861 1.92571
O: -0.73491 -4.45126 1.73557
H: -2.44134 -4.56944 4.70094
H: -1.51939 -3.14525 3.69314
H: -0.96515 -4.70632 4.58958
H: -1.93459 -5.84245 2.52842
H: -3.92629 -4.42240 2.52289
H: -3.45182 -4.79570 0.85931
H: -3.01565 -3.21058 1.63577
H: 0.04680 -4.88904 1.98184
C: -3.24058 2.91593 -0.71686
C: -2.22681 3.05850 -1.84978
C: -2.62340 4.22530 -2.84854
O: -1.10990 3.54350 -1.29574
H: -2.78470 2.12633 -0.09352
H: -4.19152 2.45071 -1.20936
H: -3.44743 3.72529 -0.17583
H: -2.07155 2.19345 -2.34588
H: -2.85847 5.26314 -2.42814
H: -3.49046 4.09736 -3.22766
H: -1.93506 4.50820 -3.72215
H: -0.55940 3.49021 -2.00385
C: 0.42880 -7.53319 0.37679
C: 1.70553 -6.75250 0.68474
C: 2.06035 -5.87894 -0.53600
O: 1.52249 -5.99759 1.81589
H: 0.20715 -8.20732 1.28653
H: 0.30997 -8.12784 -0.65559
H: -0.43328 -7.01300 0.24656
H: 2.52254 -7.33404 0.84661
H: 1.30323 -5.07072 -0.78082
H: 2.09030 -6.31088 -1.46493
H: 2.85065 -5.40152 -0.21575
H: 2.07975 -5.38550 1.98874
C: 0.80393 6.64126 3.66505
C: 1.82754 5.53356 3.63131
C: 1.98247 5.02301 2.21416
O: 2.94225 6.17438 4.07161
H: -0.18166 6.04160 3.26939
H: 0.88703 7.35747 2.91394
H: 0.58458 7.07917 4.71222
H: 1.68955 4.68255 4.23716
H: 2.12781 5.67565 1.37345
H: 1.07152 4.41028 2.05835
H: 2.82322 4.21676 2.28117
H: 3.29705 5.68017 4.64478
C: 1.81045 4.39010 -4.35173
C: 2.82984 4.33495 -3.23874
C: 2.98908 5.57275 -2.41920
O: 2.29102 3.47725 -2.18319
H: 2.04496 5.18227 -5.02934
H: 0.88261 4.60647 -3.95507
H: 1.84606 3.52078 -5.01302
H: 3.88068 3.90872 -3.51627
H: 3.69137 5.52136 -1.70319
H: 1.92522 6.11273 -2.09189
H: 3.33664 6.54880 -3.18373
H: 2.29573 2.62902 -2.52881
C: -4.86295 1.82030 4.20868
C: -5.34243 0.47922 3.93130
C: -4.57006 -0.38178 2.93523
O: -4.87793 -1.55377 2.72176
C: -3.39794 0.13981 2.31261
C: -2.91385 1.53095 2.52430
C: -3.68317 2.46593 3.45079
O: -3.21070 3.51060 3.64589
H: -5.38491 2.33879 5.06743
H: -6.39959 0.21843 4.27626
H: -2.52484 -0.50846 1.90744
H: -2.04544 2.01517 1.91277
C: 0.13035 -4.81055 -3.78297
C: -0.71507 -3.83490 -2.87658
C: -0.96779 -2.40376 -3.40407
O: -1.56379 -1.53303 -2.80252
C: -0.23907 -1.98336 -4.69319
C: 0.46941 -2.98315 -5.43453
C: 0.73045 -4.35986 -4.91161
O: 1.30141 -5.13084 -5.75716
H: 0.43203 -5.70620 -3.29984
H: -1.35377 -4.50410 -2.00424
H: -0.42300 -0.85173 -5.09707
H: 1.05632 -2.64168 -6.44327

Force components x, y, z for each atom (eV/Å):
C -5.972 -3.647 2.764
C -3.202 1.144 -3.349
O 3.280 -0.265 1.798
N 1.502 -1.021 0.449
H 0.577 0.348 1.172
H -0.193 0.413 -1.273
C -11.743 15.864 1.791
H 5.717 2.428 -5.623
H 0.186 1.110 1.972
H 0.395 -1.200 1.604
H 1.830 -1.611 0.184
H 9.075 -12.899 0.574
H -0.356 -0.806 -2.218
N -3.772 2.374 5.241
O 1.373 -1.531 -0.655
O 0.901 -0.250 -2.119
O 0.871 -0.421 -2.428
N 1.758 1.418 -3.979
O -1.064 -0.791 0.903
O -0.204 1.595 1.661
O -1.224 -2.197 1.447
C -4.322 5.462 -2.635
C -2.501 -0.579 0.254
C 2.681 -2.123 -4.273
O -0.950 2.013 -1.505
H -0.644 0.678 -1.394
H -0.094 -2.719 1.876
H 5.140 -1.798 2.123
H 0.010 -1.668 -0.097
H -2.349 -0.152 2.103
H 1.242 1.265 2.688
H -0.109 0.918 0.151
H 1.664 -1.301 0.500
C -0.395 -5.711 -3.704
C -3.783 5.451 0.490
C 4.381 2.270 1.380
O 1.310 0.178 4.325
H -0.517 0.330 -0.051
H 1.335 0.885 1.193
H -0.698 3.530 1.881
H 0.249 -3.114 -1.656
H 1.012 -1.398 0.635
H -6.107 -1.691 -3.240
H -0.441 -1.043 1.293
H 3.820 0.313 -2.558
C 1.103 -4.131 0.391
C -2.538 1.280 -3.863
C -5.219 0.450 1.077
O -7.109 -5.478 0.277
H 0.284 0.512 -1.595
H 1.397 0.760 2.332
H -2.240 2.686 0.215
H 2.204 -2.399 0.328
H 0.323 -0.715 0.977
H 0.948 -1.807 -1.941
H 4.720 2.658 0.602
H 6.462 6.274 1.303
C -4.940 -3.393 1.564
C -0.712 2.363 -2.256
C 0.553 -3.578 0.795
O -1.029 6.351 -5.452
H 1.588 1.664 1.274
H 0.904 1.396 -1.000
H 0.467 -0.695 -1.805
H -1.058 -0.962 0.940
H 0.173 0.623 0.030
H 0.374 0.395 -0.373
H -1.161 1.487 -0.560
H 4.865 -5.582 6.855
C 2.588 -0.307 -1.263
C 0.611 -1.454 1.777
C -3.693 6.157 -5.148
O 0.109 2.230 0.156
H 0.289 0.919 -0.458
H -2.114 0.088 0.846
H -0.340 -0.324 0.554
H -1.832 0.825 0.070
H 2.085 -0.310 2.750
H 2.635 -2.051 -0.353
H -0.493 -2.731 1.928
H 0.065 -3.284 -0.738
C -1.814 -3.485 -0.028
C 0.699 4.466 -0.219
C -1.516 -1.568 1.055
O -0.253 1.088 0.361
C 6.068 5.450 0.065
C -2.094 -3.883 -1.747
C -0.544 -5.319 -0.594
O 0.655 4.124 1.150
H 0.718 -0.136 -1.418
H 1.978 -0.139 -0.215
H -2.357 0.692 0.144
H -1.508 -1.290 1.509
C -4.643 4.124 8.070
C 1.255 -5.710 -2.842
C 1.267 0.786 -0.180
O -0.213 -1.087 0.142
C 0.751 -1.861 -2.603
C -0.170 4.585 0.393
C 1.922 0.326 -7.244
O -0.956 1.363 2.690
H -0.148 -0.950 -0.091
H 1.977 2.801 -2.311
H 0.610 -3.148 1.280
H -1.623 -1.198 2.700

## Properties
**Frontier orbital gap**: 5.33 eV
**Total charge**: -1
**HOMO level**: -5.58 eV
**Calculated total energy**: -2543.91917 Ha
**Lowest unoccupied orbital energy**: -0.243 eV

---

Density functional theory data (the ωB97M-V functional and the def2-TZVPD basis) for the molecule C11H10N2.

Cartesian coordinates (Å):
C: 1.10999 0.55610 2.85206
C: 0.84192 1.78778 2.29631
C: 0.56902 -0.59080 2.31064
C: 0.04763 1.86927 1.13178
C: 0.93752 0.46647 -2.76928
C: 0.66604 -0.52865 -1.89122
C: -1.14992 0.25515 -2.72737
C: -0.15722 -0.47901 1.17137
C: -0.49265 0.72711 0.69825
C: -0.73186 -1.74358 0.35293
C: -1.36950 -1.36909 -0.92199
N: -0.21410 0.91839 -3.28156
N: -0.69665 -0.64303 -1.83674
H: 1.49288 0.37928 3.89610
H: 1.26363 2.64097 2.66028
H: 0.65429 -1.50386 2.72490
H: -0.18075 2.92212 0.94787
H: 1.77047 0.72770 -3.32976
H: 1.35946 -1.15656 -1.43239
H: -2.20447 0.46051 -2.84912
H: 0.22394 -2.17856 -0.03316
H: -1.34811 -2.37495 1.00945
H: -2.39154 -1.14276 -0.97936

Force components x, y, z for each atom (eV/Å):
C -0.187 -0.716 2.465
C -0.459 -2.358 -1.458
C 0.064 2.403 -1.087
C 0.445 2.300 2.043
C -0.491 -1.137 -0.183
C 0.904 0.653 -0.582
C -2.453 0.652 0.056
C -2.392 -2.584 -2.150
C 0.030 0.895 -0.925
C 2.088 0.939 0.088
C -1.250 -0.311 0.948
N -0.668 1.692 -1.511
N 2.010 -0.442 0.292
H 0.266 0.840 -1.301
H 0.906 2.243 1.158
H 0.647 -2.967 1.567
H -0.279 -0.532 -1.029
H 1.956 0.422 -0.010
H 0.588 -0.904 0.924
H -0.006 -0.221 0.002
H -0.663 -0.702 1.091
H 0.432 -0.013 -0.521
H -1.488 -0.151 0.124

## Properties
**Frontier orbital gap (spin up / spin down)**: 8.80 / 6.97 eV
**HOMO level (spin up / spin down)**: -8.84 / -7.44 eV
**Calculated total energy**: -534.47876 Ha
**Lowest unoccupied orbital energy (spin up / spin down)**: -0.041 / -0.471 eV

---

Density functional theory data (the ωB97M-V functional and the def2-TZVPD basis) for the molecule C7H14OS.

Cartesian coordinates (Å):
C: 2.48161 -0.35152 -0.77301
S: 0.91630 -0.69036 -1.04713
O: 0.65803 -2.18480 -0.76749
C: -0.45448 -0.06496 -2.26463
C: -0.75807 1.10684 -1.35166
C: 0.13367 0.77456 -0.16388
C: -0.58941 0.49682 1.15159
C: -1.62253 -0.70979 1.17685
C: 0.52928 0.13819 2.18796
H: 3.14677 -1.18699 -0.98334
H: 2.73470 0.51761 -1.36736
H: -1.16851 -0.90335 -2.21400
H: -0.25086 -0.03570 -3.33550
H: -0.58254 2.21127 -1.71984
H: -1.87130 1.21048 -1.13415
H: 0.97761 1.34278 0.09376
H: -1.09762 1.42814 1.51572
H: -0.90863 -1.55158 1.20218
H: -2.31049 -0.75301 0.35592
H: -2.23703 -0.94705 2.07672
H: -0.01462 -0.51094 2.92933
H: 0.89574 1.04125 2.71037
H: 1.39240 -0.37787 1.72157

Force components x, y, z for each atom (eV/Å):
C 1.132 -0.107 -1.204
S -1.781 -2.980 1.440
O -0.008 3.622 -0.466
C 0.436 -1.398 -0.409
C -1.325 3.210 -0.871
C -2.537 -2.169 0.137
C -0.423 -0.391 1.650
C 1.616 -0.344 0.533
C -1.066 -0.110 0.708
H -0.210 -0.065 -0.187
H 0.379 0.679 0.451
H 0.017 0.382 0.505
H 0.440 0.726 0.153
H 0.270 -2.281 0.105
H 1.365 -0.671 0.194
H 1.077 1.279 -0.198
H 0.434 -0.528 -0.582
H -0.711 -0.208 -0.760
H -0.102 -0.078 -0.733
H 0.559 1.228 -0.196
H 1.144 0.523 -0.367
H -0.071 -0.425 -0.258
H -0.637 0.106 0.354

## Properties
**Frontier orbital gap**: 9.05 eV
**Structure (SMILES)**: C=[S@]1(=O)CC[C@H]1C(C)C
**HOMO level**: -8.32 eV
**Calculated total energy**: -748.36440 Ha
**Lowest unoccupied orbital energy**: 0.731 eV

---

Density functional theory data (the ωB97M-V functional and the def2-TZVPD basis) for C19H38N2RuSSeSi as an isolated structure.

Cartesian coordinates (Å):
Ru: -0.19340 -0.46896 -0.15144
C: -2.49011 -1.15104 2.21771
C: -1.65394 -2.41415 2.16371
N: -0.23922 -2.09534 2.01334
C: 0.43905 -1.52732 3.17342
C: 1.42770 -0.43740 2.76708
S: 0.75073 0.81252 1.63162
C: -0.69076 1.37822 2.60397
C: -1.99400 1.20162 1.84523
N: -2.08731 -0.13609 1.20822
H: -3.54435 -1.40699 2.09858
H: -2.39912 -0.70023 3.20676
H: -1.86566 -3.01187 3.05970
H: -1.94615 -3.00889 1.30197
H: 0.25998 -2.90900 1.68926
H: -0.30554 -1.12473 3.85826
H: 0.98131 -2.28830 3.74399
H: 1.82763 0.07388 3.64370
H: 2.27302 -0.86076 2.22288
H: -0.68543 0.83756 3.54743
H: -0.54636 2.42927 2.84320
H: -2.82696 1.33987 2.54097
H: -2.07064 1.95596 1.06891
H: -2.80932 -0.06364 0.49887
C: -0.47171 -1.46988 -2.12001
C: 0.67139 -0.61298 -2.25221
C: 1.63787 -1.01096 -1.29446
C: 1.16260 -2.19192 -0.65057
C: -0.14881 -2.46427 -1.15271
C: -0.95298 -3.70373 -0.92746
C: 2.02681 -3.11379 0.14963
C: 2.99312 -0.40575 -1.12558
C: 0.91875 0.36310 -3.34917
C: -1.70049 -1.46079 -2.97273
H: -0.75270 -4.41188 -1.73559
H: -2.02286 -3.49668 -0.93848
H: -0.70330 -4.20879 0.00475
H: 2.73592 -3.60290 -0.52287
H: 1.47135 -3.91801 0.63299
H: 2.61578 -2.59197 0.90441
H: 3.69837 -0.84516 -1.83536
H: 3.38721 -0.57862 -0.12338
H: 2.96948 0.66759 -1.29826
H: 1.47872 -0.15594 -4.13386
H: 1.51856 1.20737 -3.01406
H: -0.00283 0.74842 -3.77343
H: -2.60851 -1.46793 -2.36920
H: -1.72205 -2.34013 -3.62040
H: -1.73643 -0.57526 -3.60212
C: -0.56390 4.61354 -2.36625
Si: 0.06532 3.50270 -1.00465
C: 1.91672 3.28253 -1.16363
C: -0.24842 4.32736 0.64799
Se: -1.18170 1.58846 -1.24225
H: -0.09008 5.59626 -2.30024
H: -1.64390 4.75471 -2.29940
H: -0.34260 4.19468 -3.34958
H: 2.38672 4.23671 -0.90739
H: 2.23071 3.04221 -2.18136
H: 2.30560 2.52919 -0.47584
H: 0.10515 5.36089 0.61247
H: 0.29687 3.83845 1.45503
H: -1.31089 4.34898 0.89789

Force components x, y, z for each atom (eV/Å):
Ru 0.099 0.137 -0.115
C 0.024 0.049 -0.018
C 0.034 -0.005 0.028
N -0.030 -0.041 0.004
C -0.008 0.051 -0.038
C -0.023 0.014 0.011
S -0.038 0.020 0.005
C 0.008 0.029 -0.019
C -0.013 -0.038 0.129
N 0.014 -0.047 -0.061
H 0.006 -0.001 0.005
H 0.003 0.022 -0.008
H -0.006 0.003 -0.008
H -0.002 -0.001 -0.002
H -0.034 0.016 0.020
H -0.010 0.030 0.019
H 0.011 -0.008 -0.017
H -0.007 0.008 -0.004
H -0.006 0.011 0.002
H 0.013 -0.052 0.011
H -0.001 0.013 -0.024
H -0.015 0.020 0.002
H -0.010 -0.079 0.028
H -0.010 -0.003 -0.008
C -0.095 -0.032 0.103
C -0.063 0.021 -0.040
C 0.016 0.036 0.087
C -0.058 -0.137 -0.132
C 0.036 -0.088 0.051
C -0.014 0.002 -0.020
C 0.063 0.017 0.019
C 0.034 -0.051 0.015
C 0.053 0.073 0.024
C 0.010 0.006 -0.005
H -0.006 0.004 -0.004
H 0.001 -0.009 0.003
H 0.000 0.005 -0.001
H 0.016 0.019 0.012
H -0.017 0.013 -0.025
H -0.014 -0.014 0.011
H -0.002 -0.003 0.001
H -0.006 0.003 -0.002
H 0.016 -0.013 -0.026
H -0.010 -0.005 0.005
H -0.037 -0.053 -0.008
H -0.006 0.012 0.004
H 0.004 -0.036 0.005
H 0.009 0.011 -0.018
H -0.009 0.024 0.018
C 0.002 -0.037 -0.020
Si -0.082 0.089 -0.014
C 0.030 -0.032 -0.048
C -0.029 0.002 0.028
Se 0.184 0.045 -0.077
H -0.002 -0.007 0.001
H 0.000 0.001 0.012
H -0.003 0.002 0.008
H -0.009 -0.011 0.028
H -0.021 -0.033 0.051
H -0.016 0.044 -0.010
H -0.008 0.011 -0.031
H 0.032 -0.036 0.040
H 0.000 0.011 0.013

## Properties
**Frontier orbital gap (spin up / spin down)**: 7.71 / 7.27 eV
**Total charge**: +1
**HOMO level (spin up / spin down)**: -10.19 / -10.38 eV
**Calculated total energy**: -4040.16761 Ha
**Spin multiplicity**: 2
**Lowest unoccupied orbital energy (spin up / spin down)**: -2.480 / -3.107 eV

---

Here are the calculated ΔE to the lowest compared entry with this formula, charge and spin numbers, same order: 1.2752; 1.7456; 5.6651; 4.8433; 0.0000 (eV).